19
Properties=species:S:1:pos:R:3 method="wB97M-V/def2-TZVPD" energy_ha=-557.1393 e_above_lowest_ev=0.000 e_lumo_ev=0.563 homo_energy_ev=-8.33
Tl 1.35 -1.27 -0.32
O -0.28 -1.36 1.19
O -0.84 -1.07 -1.13
O 1.15 0.97 -0.83
C -0.89 -2.36 1.94
C -1.01 0.24 -1.58
C 1.96 1.90 -0.12
C -0.23 1.27 -0.77
H 1.67 1.94 0.94
H -0.20 -2.76 2.71
H 1.86 2.90 -0.56
H -0.56 1.26 0.28
H -1.22 -3.22 1.33
H -2.07 0.56 -1.54
H -1.79 -1.99 2.48
H 3.00 1.57 -0.21
H -0.41 2.28 -1.19
H -0.70 0.31 -2.64
H -0.79 -1.18 0.03